Entry 1:
The following is a quantum chemistry calculation of a molecular structure, C49H58GeN3O4RhSeTe, from the Open Molecules 2025 dataset.

Geometry (Å):
Rh (0.50, -0.89, 0.58)
O (-1.78, -0.49, 0.96)
C (-2.71, -0.90, -0.06)
C (-1.89, -1.63, -1.17)
O (-2.45, -2.09, -2.13)
O (-0.60, -1.63, -0.99)
C (-3.36, 0.36, -0.61)
C (-3.05, 0.89, -1.85)
C (-3.66, 2.06, -2.29)
C (-4.59, 2.70, -1.50)
C (-4.91, 2.18, -0.25)
C (-4.29, 1.02, 0.19)
C (-3.76, -1.85, 0.51)
C (-3.79, -2.22, 1.85)
C (-4.76, -3.11, 2.32)
C (-5.72, -3.61, 1.45)
C (-5.72, -3.21, 0.12)
C (-4.75, -2.34, -0.35)
H (-1.82, -1.14, 1.66)
H (-2.35, 0.38, -2.50)
H (-3.41, 2.46, -3.27)
H (-5.08, 3.60, -1.85)
H (-5.64, 2.67, 0.38)
H (-4.55, 0.61, 1.16)
H (-3.10, -1.81, 2.58)
H (-4.77, -3.39, 3.36)
H (-6.46, -4.31, 1.81)
H (-6.47, -3.58, -0.56)
H (-4.75, -2.03, -1.38)
C (-0.41, -4.15, 3.62)
C (0.53, -3.85, 4.59)
C (1.33, -2.73, 4.42)
C (1.18, -1.94, 3.30)
N (0.24, -2.21, 2.39)
C (-0.52, -3.29, 2.54)
C (2.07, -0.79, 2.99)
C (3.21, -0.49, 3.71)
C (3.98, 0.61, 3.36)
C (3.59, 1.39, 2.29)
C (2.46, 1.01, 1.59)
N (1.72, -0.05, 1.93)
H (-1.05, -5.01, 3.70)
H (0.63, -4.48, 5.46)
H (2.07, -2.48, 5.16)
H (-1.25, -3.48, 1.75)
H (3.52, -1.13, 4.53)
H (4.88, 0.85, 3.91)
H (4.14, 2.26, 1.99)
H (2.12, 1.57, 0.73)
C (2.83, -3.68, 0.75)
C (2.65, -2.79, -0.46)
O (3.15, -3.15, -1.57)
N (2.04, -1.63, -0.36)
Te (1.88, -1.19, -2.58)
C (2.09, -0.89, -4.75)
C (3.32, -0.60, -5.34)
C (4.59, -0.41, -4.55)
C (3.36, -0.50, -6.73)
C (2.24, -0.72, -7.51)
C (2.30, -0.63, -9.01)
C (1.04, -1.07, -6.88)
C (0.94, -1.18, -5.50)
C (-0.37, -1.60, -4.87)
C (2.55, 0.76, -2.06)
C (3.80, 0.96, -1.46)
C (4.76, -0.16, -1.13)
C (4.17, 2.26, -1.13)
C (3.34, 3.35, -1.36)
C (3.77, 4.75, -1.02)
C (2.08, 3.11, -1.92)
C (1.67, 1.84, -2.28)
C (0.30, 1.64, -2.86)
H (3.54, -4.47, 0.49)
H (1.87, -4.13, 1.01)
H (3.20, -3.11, 1.60)
H (4.62, -1.10, -3.71)
H (4.66, 0.61, -4.16)
H (5.46, -0.60, -5.18)
H (4.31, -0.27, -7.20)
H (3.32, -0.44, -9.35)
H (1.66, 0.17, -9.38)
H (1.96, -1.57, -9.47)
H (0.16, -1.27, -7.48)
H (-1.09, -1.89, -5.63)
H (-0.81, -0.79, -4.29)
H (-0.24, -2.44, -4.19)
H (4.44, -1.12, -1.51)
H (4.86, -0.25, -0.04)
H (5.75, 0.06, -1.53)
H (5.15, 2.42, -0.69)
H (4.74, 4.76, -0.51)
H (3.04, 5.24, -0.38)
H (3.86, 5.35, -1.93)
H (1.41, 3.95, -2.08)
H (-0.34, 2.50, -2.67)
H (-0.18, 0.76, -2.42)
H (0.36, 1.49, -3.94)
C (-2.48, 0.25, 5.99)
Ge (-2.71, 2.14, 5.51)
C (-2.84, 3.28, 7.09)
C (-4.25, 2.39, 4.34)
C (-1.11, 2.60, 4.44)
Se (-1.12, 1.44, 2.86)
C (-0.92, 2.76, 1.43)
H (-3.42, -0.19, 6.30)
H (-1.77, 0.16, 6.82)
H (-2.09, -0.31, 5.14)
H (-3.75, 3.03, 7.65)
H (-2.89, 4.33, 6.81)
H (-1.98, 3.13, 7.75)
H (-5.17, 2.08, 4.84)
H (-4.14, 1.81, 3.43)
H (-4.36, 3.45, 4.07)
H (-0.19, 2.40, 5.00)
H (-1.10, 3.64, 4.12)
H (-1.83, 3.36, 1.36)
H (-0.78, 2.20, 0.51)
H (-0.06, 3.39, 1.63)

Results
Highest occupied orbital energy (spin up / spin down) (eV): -9.91 / -9.91
Total charge: +1
2S+1: 2

***

Entry 2:
The following is a quantum chemistry calculation of 3 unconnected molecules or ions with the total composition CH6NO3S, from the Open Molecules 2025 dataset.

Geometry (Å):
C (1.05, 2.97, 0.42)
N (0.23, 2.05, 0.61)
O (-1.82, -0.22, -1.33)
O (0.17, -3.27, -0.38)
O (-0.51, -1.01, 0.38)
S (-1.54, 0.00, 0.04)
H (0.92, 3.41, -0.60)
H (1.85, 3.54, 1.06)
H (0.21, 1.64, 1.57)
H (0.39, -3.07, -1.37)
H (-0.59, -3.97, -0.27)
H (-0.36, -2.06, -0.11)

Results
Relative energy (zero: lowest compared OMol25 entry of this formula, charge and spin) (kJ/mol): 0.00
Highest occupied orbital energy (spin up / spin down) (eV): -12.03 / -14.48
Total charge: +1
2S+1: 3

***

Entry 3:
The following is a quantum chemistry calculation of 2 unconnected molecules or ions with the total composition C2H6I2NP, from the Open Molecules 2025 dataset.

Geometry (Å):
C (0.29, 0.47, -0.82)
C (0.21, -0.72, 0.14)
N (-0.82, -0.56, 1.08)
P (-2.36, -0.72, 0.93)
I (-3.07, -2.72, -0.29)
I (-4.66, 1.99, -0.05)
H (1.11, 0.32, -1.52)
H (-0.64, 0.56, -1.37)
H (0.46, 1.39, -0.27)
H (1.14, -0.78, 0.71)
H (0.09, -1.65, -0.44)
H (-2.76, -0.99, 2.24)

Results
Relative energy (zero: lowest compared OMol25 entry of this formula, charge and spin) (kJ/mol): 239.34
Highest occupied orbital energy (spin up / spin down) (eV): -8.42 / -8.42

***

Entry 4:
The following is a quantum chemistry calculation of 3 unconnected molecules or ions with the total composition C21H47N8O6P3, from the Open Molecules 2025 dataset.

Geometry (Å):
O (7.68, -1.65, -1.53)
C (6.94, -2.73, -1.79)
C (7.04, -4.04, -0.81)
C (6.26, -5.17, -1.71)
P (7.18, -6.73, -2.31)
O (8.70, -6.41, -2.67)
O (6.37, -7.46, -3.70)
O (7.01, -7.92, -1.01)
C (5.47, -4.49, -3.02)
C (3.89, -4.88, -2.63)
C (2.76, -3.74, -2.39)
C (1.17, -4.01, -1.97)
C (0.87, -5.64, -1.81)
C (2.13, -6.62, -2.12)
N (3.54, -6.32, -2.51)
N (5.89, -3.03, -2.84)
H (6.22, -3.78, 0.01)
H (8.05, -4.30, -0.27)
H (5.51, -5.63, -0.91)
H (6.86, -7.17, -4.53)
H (6.41, -7.52, -0.29)
H (5.86, -4.84, -4.08)
H (3.10, -2.61, -2.51)
H (0.38, -3.17, -1.77)
H (-0.20, -6.05, -1.50)
H (1.89, -7.79, -2.00)
H (6.42, -2.72, -3.71)
C (-0.76, -2.26, 3.18)
N (-1.00, -1.66, 1.89)
C (0.25, -1.62, 1.13)
P (-2.40, -1.86, 0.94)
O (-1.88, -3.16, 0.27)
N (-3.69, -2.65, 1.73)
C (-3.63, -3.22, 3.06)
C (-4.50, -3.52, 0.88)
N (-3.00, -0.37, 1.70)
C (-2.15, 0.78, 1.98)
C (-4.38, 0.04, 1.45)
H (0.20, -1.93, 3.61)
H (-0.74, -3.35, 3.13)
H (-1.50, -1.93, 3.91)
H (0.13, -1.03, 0.22)
H (0.58, -2.63, 0.84)
H (1.05, -1.15, 1.70)
H (-2.88, -4.02, 3.14)
H (-4.59, -3.65, 3.36)
H (-3.44, -2.45, 3.81)
H (-4.04, -4.51, 0.75)
H (-4.63, -3.07, -0.12)
H (-5.50, -3.66, 1.29)
H (-1.64, 0.65, 2.94)
H (-2.70, 1.72, 2.07)
H (-1.40, 0.92, 1.19)
H (-4.96, -0.02, 2.38)
H (-4.88, -0.60, 0.71)
H (-4.47, 1.06, 1.06)
C (-4.27, 6.81, 0.53)
N (-3.12, 6.19, 1.15)
C (-3.57, 5.40, 2.30)
P (-1.76, 5.55, 0.34)
O (-2.43, 4.17, 0.11)
N (-1.70, 5.93, -1.32)
C (-2.72, 6.63, -2.07)
C (-1.13, 4.87, -2.17)
N (-1.00, 7.14, 0.61)
C (-1.15, 7.89, 1.85)
C (0.29, 7.41, -0.03)
H (-4.98, 7.18, 1.27)
H (-4.81, 6.11, -0.13)
H (-3.98, 7.70, -0.02)
H (-2.70, 5.05, 2.88)
H (-4.15, 4.52, 2.00)
H (-4.18, 6.00, 2.99)
H (-3.67, 6.09, -2.06)
H (-2.43, 6.77, -3.12)
H (-2.85, 7.65, -1.69)
H (-1.88, 4.11, -2.42)
H (-0.29, 4.37, -1.66)
H (-0.73, 5.28, -3.09)
H (-2.07, 8.48, 1.82)
H (-0.34, 8.61, 2.02)
H (-1.18, 7.23, 2.72)
H (0.16, 8.21, -0.77)
H (0.69, 6.53, -0.54)
H (1.06, 7.72, 0.68)

Results
Highest occupied orbital energy (eV): -7.99
SMILES: O=C1C[C@H](P(=O)(O)O)[C@@H](c2ccccn2)N1.CN(C)P(=O)(N(C)C)N(C)C.CN(C)P(=O)(N(C)C)N(C)C

***

Number 1: E -7223.8800 Eh, maximum force 2.01 eV/Å. Number 2: E -719.8896 Eh, maximum force 4.82 eV/Å. Number 3: E -1071.2265 Eh, maximum force 1.54 eV/Å. Number 4: E -2741.4210 Eh, maximum force 8.36 eV/Å.